1.
Computed, not measured: 3 unconnected molecules or ions with the total composition C39H55F9IN2O6 at a distorted geometry, with ωB97M-V/def2-TZVPD.

Values from the calculation:
Frontier orbital gap: 8.48 eV
HOMO level: -10.736 eV
Energy: -3276.20983 hartree

Structure (ORCA input):
```
! RIJCOSX wB97M-V def2-TZVPD def2/J DEFGRID3
* xyz 1 1
C 1.04954 3.19241 -5.33353
C 1.52999 2.58904 -4.02018
N 0.89650 1.25869 -3.81709
C 0.93367 0.85721 -2.41956
C -0.25115 1.49661 -1.62057
C -1.37191 2.08696 -2.48271
O -1.11593 3.43554 -2.83511
C -1.53588 4.37578 -1.91974
C -0.49064 5.39157 -1.59020
O -2.66107 4.38810 -1.50359
O -0.89479 0.68300 -0.64690
C -0.19432 -0.46392 -0.18076
C -1.10839 -1.07375 0.90172
C -0.50974 -1.98898 1.99925
C -0.90685 -1.54497 3.41475
C -0.17789 -2.34853 4.50301
C 0.99061 -1.59877 5.15695
C 1.32230 -2.13281 6.56470
C 1.08526 -1.07585 7.63585
O 2.03356 -0.02375 7.53749
C 3.20204 -0.23694 8.29917
C 1.10897 -0.02137 0.51957
C 0.95749 0.82391 1.77531
O 1.44205 0.47304 2.80241
I -0.06532 2.70547 1.76634
C 0.02319 -1.37946 -1.42000
C 0.54871 -2.76233 -0.95452
C -0.43102 -3.90937 -0.66013
C -0.82235 -4.77095 -1.85001
F 0.33984 -5.17472 -2.50910
C -1.23037 -1.48978 -2.35048
C -2.66906 -1.50050 -1.84992
O -3.08452 -2.78132 -1.43974
C -3.59327 -1.03450 -3.00969
F -4.82176 -1.51962 -2.86280
F -3.67892 0.30197 -3.01377
F -3.14103 -1.42105 -4.21363
N 1.02947 -0.66937 -2.39522
C 2.46442 -1.14538 -2.43853
F 2.93900 -1.35812 -1.22882
F 3.18453 -0.14686 -2.97749
C 2.67568 -2.38498 -3.42321
F 3.32168 -3.33741 -2.78617
F 3.36526 -1.99342 -4.47279
F 1.49056 -2.82791 -3.85439
H -0.03464 3.09899 -5.38788
H 1.45648 2.64756 -6.18599
H 1.31882 4.24265 -5.40739
H 2.61569 2.47571 -4.05935
H 1.22555 3.25178 -3.21530
H 1.47533 0.61832 -4.35304
H 1.84061 1.26169 -1.96879
H 0.17501 2.35620 -1.09455
H -1.55972 1.51997 -3.38658
H -2.27661 2.04192 -1.87570
H -0.76492 5.92132 -0.68480
H 0.50687 4.96198 -1.54557
H -0.48155 6.11899 -2.40714
H -1.97490 -1.57713 0.48674
H -1.52454 -0.19737 1.40590
H -0.93592 -2.98712 1.88897
H 0.56814 -2.12736 1.93488
H -1.98123 -1.73241 3.50446
H -0.77718 -0.47164 3.54424
H -0.90380 -2.60575 5.27818
H 0.15170 -3.30086 4.08129
H 0.75037 -0.54067 5.23213
H 1.87658 -1.74132 4.53827
H 0.70662 -2.99972 6.81769
H 2.36288 -2.45398 6.63085
H 1.10428 -1.50978 8.63901
H 0.10450 -0.62282 7.47465
H 3.43093 -1.29897 8.42010
H 4.04084 0.22987 7.78417
H 3.11435 0.20992 9.29322
H 1.70475 -0.86792 0.84621
H 1.77206 0.54806 -0.13203
H 1.25855 -3.21619 -1.62871
H 1.12498 -2.59799 -0.04749
H 0.15128 -4.58479 -0.02587
H -1.30053 -3.64649 -0.07084
H -1.33188 -5.66104 -1.47654
H -1.49809 -4.29611 -2.55576
H -1.05070 -2.35908 -2.98238
H -1.21294 -0.64268 -3.04244
H -2.86343 -0.76916 -1.06855
H -3.76079 -2.69662 -0.75890
H 0.71032 -0.89520 -3.34617
C 6.15526 0.05870 5.57140
C 4.89911 0.36936 5.06980
C 4.62944 0.19215 3.71984
C 5.61389 -0.30286 2.87497
C 6.86982 -0.61555 3.37689
C 7.14065 -0.43187 4.72529
H 6.36765 0.19906 6.62336
H 4.12781 0.74789 5.72905
H 3.65160 0.43900 3.33278
H 5.40409 -0.44567 1.82114
H 7.63737 -1.00160 2.71869
H 8.12031 -0.67134 5.11727
C -7.57305 4.17996 -5.28691
C -6.50978 4.52257 -4.46308
C -5.86281 3.54418 -3.72115
C -6.27758 2.22206 -3.80961
C -7.33921 1.87839 -4.63503
C -7.98895 2.85850 -5.37199
H -8.07911 4.94377 -5.86262
H -6.18645 5.55331 -4.39782
H -5.03675 3.81239 -3.07332
H -5.77514 1.46036 -3.23169
H -7.66075 0.84696 -4.70404
H -8.81966 2.59290 -6.01258
*
```

Mulliken population analysis, charges in e, atoms 1 to 4:
1 C -1.428
2 C -0.200
3 N -0.110
4 C -2.218

=====

2.
Computed, not measured: a molecular structure, CH2O3S2 at a distorted geometry, with ωB97M-V/def2-TZVPD.

Values from the calculation:
Frontier orbital gap: 8.71 eV
Energy above the lowest of the compared OMol25 structures with the same formula, charge and spin: 1.3782 eV
HOMO level: -9.961 eV
Energy: -1061.32297 hartree

Structure (ORCA input):
```
! RIJCOSX wB97M-V def2-TZVPD def2/J DEFGRID3
* xyz 0 1
C 0.13482 -1.12356 0.11565
O 1.01456 1.98533 -0.33864
O -1.42912 1.81013 -0.58482
O -0.01878 -0.22322 -1.00478
S -0.13204 -0.12914 1.64418
S -0.16748 1.24967 -0.28385
H -0.48579 -1.96636 0.22070
H 1.08382 -1.60284 0.23157
*
```

Mulliken population analysis, charges in e, atoms 1 to 4:
1 C -0.234
2 O -0.441
3 O -0.464
4 O -0.244

=====

3.
Computed, not measured: a molecular structure, C34H38F3N2O6PRhS2 at a distorted geometry, with ωB97M-V/def2-TZVPD.

Values from the calculation:
Frontier orbital gap (alpha / beta): 4.39 / 5.03 eV
Energy above the lowest of the compared OMol25 structures with the same formula, charge and spin: 0.5799 eV
HOMO level (alpha / beta): -1.924 / -5.089 eV
<S²>: 6.04
Energy: -3427.33003 hartree

Structure (ORCA input):
```
! RIJCOSX wB97M-V def2-TZVPD def2/J DEFGRID3
* xyz -1 5
Rh -1.94653 -1.75857 -1.09378
F -0.57480 -0.25695 4.02184
C -1.48728 -0.79271 3.18866
C -1.23283 -0.84836 1.82786
C -2.14786 -1.49121 1.01863
C -3.34645 -2.02928 1.52486
C -3.57774 -1.85284 2.89017
F -4.75495 -2.24007 3.45053
C -2.66144 -1.27218 3.73728
C -4.19466 -2.76542 0.59655
C -5.29589 -3.55128 0.95375
C -5.96737 -4.28685 0.00394
C -5.52918 -4.24626 -1.31797
C -4.46240 -3.43001 -1.61380
N -3.83147 -2.68565 -0.70657
H -0.33616 -0.39120 1.42428
H -2.86178 -1.19740 4.79674
H -5.60705 -3.58564 1.98586
H -6.82224 -4.89176 0.27588
H -6.00554 -4.83624 -2.08771
H -4.10396 -3.33494 -2.63142
C 4.52069 -4.72259 1.00612
C 4.70146 -3.56936 0.02438
C 5.66121 -2.53375 0.60044
C 5.92117 -1.44171 -0.42437
C 4.61312 -0.86148 -0.89404
C 4.58516 0.45796 -1.38153
C 3.38826 0.98916 -1.80851
F 3.38666 2.26932 -2.27235
C 2.21240 0.27662 -1.78468
C 2.21704 -1.04823 -1.29153
C 1.00390 -1.80535 -1.28075
O -0.08405 -1.27799 -1.78184
C 1.08027 -3.13418 -0.74622
C 2.26939 -3.63089 -0.31945
N 3.43848 -2.91913 -0.32572
C 3.44274 -1.60921 -0.83378
C -0.09501 -4.07384 -0.65068
O 0.09115 -5.25532 -0.37486
O -1.27496 -3.59335 -0.88009
H 5.50517 -5.04494 1.34685
H 4.02991 -5.58160 0.55210
H 3.94028 -4.40456 1.87353
H 5.14665 -3.96815 -0.90007
H 6.59156 -3.02841 0.88608
H 5.21130 -2.09752 1.49717
H 6.47168 -1.86231 -1.27365
H 6.54119 -0.65038 0.00274
H 5.49400 1.04462 -1.42683
H 1.28128 0.70510 -2.12431
H 2.28677 -4.64262 0.04799
C -5.01585 0.19481 -1.97822
C -3.56268 0.18950 -2.47193
C -3.24623 1.53244 -3.12519
O -2.67126 -0.05322 -1.41714
H -5.68603 0.38739 -2.81878
H -5.14143 0.98273 -1.23265
H -5.27893 -0.75613 -1.52237
H -3.46197 -0.59300 -3.24554
H -3.28023 2.32319 -2.37431
H -3.97401 1.75674 -3.90692
H -2.24623 1.51623 -3.55888
C -0.04742 2.84418 3.10135
C -0.72055 3.79965 2.13409
C -1.13876 5.10843 2.78078
O 0.22220 4.08541 1.06943
P -0.23523 3.80213 -0.45537
S -1.68751 5.02524 -1.00326
S -0.71171 1.86798 -0.65241
O 1.11642 3.96926 -1.26068
C 2.21034 4.90068 -1.12016
C 1.73839 6.32421 -0.87119
C 3.17100 4.41008 -0.04761
H -0.73565 2.57872 3.90471
H 0.84472 3.30773 3.52690
H 0.24589 1.93101 2.58267
H -1.60115 3.30840 1.71112
H -0.26774 5.61709 3.19968
H -1.85667 4.91791 3.57996
H -1.59942 5.75561 2.03572
H 2.70538 4.84007 -2.09035
H 1.21132 6.38054 0.08192
H 1.05715 6.64671 -1.65735
H 2.59559 6.99848 -0.84109
H 2.71973 4.51996 0.93777
H 4.09918 4.98192 -0.08749
H 3.39805 3.35684 -0.21497
*
```

Mulliken population analysis, charges in e, atoms 1 to 4:
1 Rh 0.061
2 F -0.401
3 C 0.375
4 C -0.030

=====

Q: Among the records above, which one has the highest energy?
A: CH2O3S2

=====

Q: The lowest energy belongs to which entry?
A: C34H38F3N2O6PRhS2